Molecular formula: C35H53N6O4Sn
Method: DFT, wB97M-V/def2-TZVPD

Last column: Mulliken charge in e.
Geometry (Å):
Sn (1.63, -2.40, -0.12)  1.65
C (0.83, 5.84, -0.23)  -1.58
C (0.10, 5.40, -1.52)  1.92
C (-1.43, 5.59, -1.32)  -1.42
C (0.56, 6.30, -2.67)  -2.18
C (0.35, 3.93, -1.75)  -0.44
C (0.09, 3.03, -0.75)  0.01
C (0.17, 1.66, -0.99)  -1.12
N (-0.05, 0.74, -0.09)  0.09
C (-0.80, 0.64, 0.96)  -1.10
C (-2.05, 1.27, 1.12)  0.10
C (-2.66, 1.25, 2.33)  -0.23
C (-2.07, 0.45, 3.43)  -0.41
C (-0.97, -0.31, 3.36)  -0.23
C (-0.27, -0.31, 2.06)  1.57
O (0.68, -1.01, 1.79)  -0.87
C (-0.46, -1.16, 4.51)  1.90
C (-0.45, -2.65, 4.10)  -1.34
C (0.96, -0.72, 4.91)  -1.67
C (-1.37, -1.04, 5.74)  -2.12
C (-3.91, 2.03, 2.63)  1.61
C (-3.66, 2.96, 3.84)  -1.53
C (-5.01, 1.00, 2.99)  -1.53
C (-4.39, 2.86, 1.44)  -2.06
C (0.74, 1.17, -2.34)  0.90
O (1.02, 0.00, -2.43)  -0.37
C (0.98, 2.18, -3.41)  -0.65
C (0.80, 3.46, -3.07)  0.00
C (1.48, 1.75, -4.78)  2.04
C (0.60, 0.63, -5.38)  -1.61
C (1.49, 2.92, -5.76)  -2.08
C (2.93, 1.24, -4.60)  -1.55
H (0.67, 6.91, -0.09)  0.48
H (0.45, 5.33, 0.66)  0.30
H (1.90, 5.66, -0.30)  0.41
H (-1.62, 6.64, -1.08)  0.47
H (-1.98, 5.33, -2.22)  0.38
H (-1.80, 4.98, -0.49)  0.26
H (0.35, 7.34, -2.41)  0.45
H (1.64, 6.21, -2.84)  0.48
H (0.03, 6.09, -3.60)  0.41
H (-0.21, 3.36, 0.24)  0.83
H (-2.46, 1.83, 0.29)  0.77
H (-2.61, 0.47, 4.37)  0.56
H (0.25, -2.86, 3.29)  0.09
H (-0.15, -3.25, 4.96)  0.48
H (-1.46, -2.96, 3.82)  0.34
H (1.67, -0.82, 4.09)  0.29
H (0.96, 0.32, 5.24)  0.39
H (1.31, -1.33, 5.74)  0.44
H (-2.39, -1.38, 5.53)  0.42
H (-0.98, -1.68, 6.53)  0.45
H (-1.40, -0.02, 6.13)  0.45
H (-3.42, 2.42, 4.75)  0.35
H (-2.85, 3.66, 3.63)  0.38
H (-4.57, 3.54, 4.02)  0.47
H (-4.77, 0.43, 3.89)  0.35
H (-5.94, 1.54, 3.17)  0.47
H (-5.17, 0.30, 2.17)  0.36
H (-3.66, 3.63, 1.17)  0.37
H (-4.60, 2.23, 0.57)  0.40
H (-5.31, 3.36, 1.71)  0.46
H (1.00, 4.22, -3.81)  0.65
H (-0.42, 0.99, -5.54)  0.39
H (1.01, 0.34, -6.34)  0.48
H (0.56, -0.25, -4.74)  0.22
H (0.51, 3.40, -5.84)  0.48
H (2.23, 3.68, -5.48)  0.41
H (1.76, 2.56, -6.75)  0.43
H (2.97, 0.36, -3.97)  0.29
H (3.33, 0.99, -5.58)  0.48
H (3.56, 2.02, -4.17)  0.35
C (-1.66, -4.46, -2.53)  -0.79
N (-2.09, -4.57, -1.14)  -0.21
C (-1.39, -4.08, -0.13)  0.57
N (-1.84, -4.23, 1.13)  -0.31
O (-0.32, -3.43, -0.35)  -0.63
H (-2.33, -5.05, -3.15)  0.37
H (-0.65, -4.85, -2.65)  0.18
H (-1.68, -3.43, -2.87)  0.28
H (-2.93, -5.09, -0.95)  0.24
H (-2.62, -4.84, 1.34)  0.22
H (-1.23, -3.98, 1.88)  0.13
C (4.86, -5.37, 2.08)  -0.88
N (4.34, -5.37, 0.69)  0.13
C (4.80, -6.24, -0.25)  -0.10
C (4.34, -6.22, -1.52)  -1.01
C (3.37, -5.24, -1.85)  0.94
N (2.90, -4.40, -0.91)  -0.10
C (3.37, -4.48, 0.36)  0.44
O (2.90, -3.70, 1.23)  -0.88
N (2.90, -5.12, -3.09)  -0.36
H (5.54, -6.21, 2.20)  0.32
H (4.04, -5.45, 2.78)  0.32
H (5.39, -4.44, 2.27)  0.33
H (5.56, -6.94, 0.07)  0.41
H (4.71, -6.92, -2.26)  0.39
H (3.23, -5.72, -3.83)  0.24
H (2.21, -4.43, -3.30)  0.15

- Total charge: +3
- Energy above the lowest of the compared OMol25 structures with the same formula, charge and spin: 16.1 kcal per mole
- HOMO level: -16.0768 eV